Density functional theory data (ωB97M-V with the def2-TZVPD basis set) for 2 unconnected molecules or ions with the total composition C18H36NO6.

XYZ file:
```
61
C18H36NO6 | OMol25 | ωB97M-V with the def2-TZVPD basis set
H -4.9029 4.4353 1.7864
H 3.7343 -2.0400 1.3161
H 5.6634 1.0872 -1.3777
H 2.9875 1.5812 2.8251
C 4.8264 -2.8291 -0.3797
C -1.9330 -1.1429 -1.5052
H -4.8485 0.4272 -0.5176
H -8.4525 3.3406 1.2584
H -7.8079 3.5035 -0.3951
H -2.4493 -2.2075 -3.3536
H 5.8219 -2.2475 -2.1733
C -5.9192 4.3963 1.3867
O -0.6278 -2.6439 -0.1392
H -8.0461 1.8941 0.3102
H -3.3111 -1.5057 0.1065
H -5.9542 5.0026 0.4759
H 7.2953 -0.7496 -1.3654
C 3.2617 2.4651 0.8658
H -6.5989 4.8393 2.1292
H -3.4661 -2.6310 -1.9738
C -4.2069 -0.1036 -1.2283
C -2.4517 -2.3790 -2.2766
C 3.5216 -2.4815 0.3369
N 2.6666 -3.6766 0.5193
C 1.3393 -3.2723 0.8340
H 4.6704 -3.7456 -0.9477
H 2.9456 -1.7385 -0.2200
C 6.4347 -0.8086 -0.6966
H -3.8714 0.6626 -1.9343
C 2.5156 2.3033 2.1642
H -0.1796 -0.6457 -0.2909
C 5.3707 -1.7359 -1.3237
H -1.7888 -0.3444 -2.2412
C -7.7437 2.9211 0.5296
H 6.8099 -1.2511 0.2314
H -2.8343 0.2785 1.4747
C -2.9767 -0.6460 -0.4854
C -0.5536 -1.4468 -0.9306
O 2.7893 2.9312 -0.1247
H 6.7811 1.2239 -0.0385
H -2.9578 1.4284 0.1848
H -4.7554 -0.8742 -1.7743
H -1.8306 -3.2552 -2.0889
C -6.2823 2.9336 1.0374
H 3.8883 0.3351 0.0084
H 0.1654 -1.6013 -1.7378
H -6.3102 2.3940 2.0260
C 5.9636 0.6194 -0.4366
O 0.9388 -2.9477 1.9076
O -5.4309 2.3998 0.1421
O 0.6133 -3.3330 -0.3051
H 2.4650 3.2762 2.6546
O 4.5844 2.0662 0.8965
H -1.4126 0.5941 0.4982
C 4.7867 0.6977 0.5135
H 1.4948 1.9951 1.9462
H 5.5945 -3.0232 0.3734
C -2.4962 0.4769 0.4569
H 2.9715 -4.1666 1.3554
H 4.9566 0.0958 1.4122
H 4.5421 -1.1309 -1.7020
```

The total charge is -1. The calculation puts the LUMO energy at 2.169 eV. The total energy is -33022.0579 eV. The calculation puts the highest occupied orbital energy at -2.7276 eV.

---

Density functional theory data (ωB97M-V with the def2-TZVPD basis set) for a gas-phase ion, C4H11N2S (charge -2) at a distorted geometry.

XYZ file:
```
18
C4H11N2S | OMol25 | ωB97M-V with the def2-TZVPD basis set
S -0.3111 2.7018 -1.5887
H -0.7797 -1.8430 -1.1578
H 0.9296 -1.6091 3.8038
H -1.2898 -1.2996 1.0732
C 0.0095 -1.3705 -0.5583
H 0.9240 -2.9379 2.8300
H -1.5787 0.6352 -1.5800
N -0.3473 -1.5632 0.8257
C 0.3811 -0.0008 -1.1157
H -1.1074 1.0061 0.0331
C -0.7441 1.0437 -0.9932
H 1.2986 0.3994 -0.6826
H 1.5813 -1.1891 1.4001
H 0.5053 -0.1716 -2.1895
N 0.4392 -2.0589 3.0227
H 0.4126 -0.1587 2.2089
H 0.8457 -2.0683 -0.7178
C 0.5876 -1.1893 1.8772
```

The total charge is -2. The calculation puts the LUMO energy (spin up / spin down) at 5.900 / 5.870 eV. The total energy is -18138.4897 eV. The calculation puts the highest occupied orbital energy (spin up / spin down) at 3.7195 / -0.0383 eV. As for the multiplicity: 2. The value obtained for the energy above the lowest of the compared OMol25 structures with the same formula, charge and spin is 4.2 kcal/mol.

---

Density functional theory data (ωB97M-V with the def2-TZVPD basis set) for a single C15H11Cl6O3PS molecule at a distorted geometry.

XYZ file:
```
37
C15H11Cl6O3PS | OMol25 | ωB97M-V with the def2-TZVPD basis set
C -0.4362 1.7379 2.8204
Cl 2.7275 -0.2338 -2.5229
P 0.9880 -0.9019 0.6081
Cl 0.9547 2.5900 3.2296
O 0.3674 -0.2144 -0.7474
H 3.0936 2.6229 -2.8134
C 0.4523 3.4696 -0.9703
H 1.4294 -2.6928 -1.3220
H 1.2794 -5.1819 -1.8784
Cl -0.4783 4.8625 -0.3511
C 0.9942 -4.7865 -0.9082
O 2.4053 -1.1258 0.4718
Cl -4.3725 2.7890 2.8868
C 0.5881 -3.3544 -1.0381
S 0.1045 -2.8647 0.6681
H -1.5549 -3.7251 -1.7407
C -1.7170 -0.0319 1.9185
H -1.6656 3.4169 3.6967
C -0.6531 -3.1365 -1.9788
C -1.6480 2.4255 3.1648
H 1.9087 -4.7606 -0.2639
C -0.3980 0.4915 2.1819
C -2.9225 1.8630 2.7964
H -1.6764 -1.0293 1.6262
H -0.7663 2.0005 -0.0955
C -2.9244 0.5915 2.1616
C 1.8816 1.2765 -1.9702
H -0.4294 -3.2932 -3.0405
C 2.2487 2.5551 -2.2464
C 1.5720 3.6663 -1.7581
O 0.8198 -0.0270 2.0231
H -1.0085 -2.0529 -1.8580
C 0.8260 1.0462 -1.0784
C 0.1046 2.1552 -0.6554
H 0.2455 -5.4052 -0.4171
Cl -4.4616 -0.0249 1.5472
Cl 2.1214 5.2829 -2.1464
```

The calculation puts the LUMO energy at 0.004 eV. As for the SMILES: CC(C)SP(=O)(Oc1cc(Cl)c(Cl)cc1Cl)Oc1cc(Cl)c(Cl)cc1Cl. The total energy is -117135.7228 eV. The calculation puts the highest occupied orbital energy at -9.2782 eV. The value obtained for the energy above the lowest of the compared OMol25 structures with the same formula, charge and spin is 0.0 kcal/mol.